Record 1
A structure of composition C17H39IrO2P3 in a non-equilibrium geometry. Source: the Open Molecules 2025 dataset; level of theory: wB97M-V/def2-TZVPD.

The frontier orbital gap (spin up / spin down) is 3.82 / 3.44 eV. The spin multiplicity is 5. Its total charge is +3. The value obtained for the highest occupied orbital energy (spin up / spin down) is -13.379 / -17.496 eV. The expectation value of S² is 6.0454.

Last column: Löwdin charge in e.
CARTESIAN COORDINATES (ANGSTROEM)
Ir: 0.04266 -0.06606 1.27484  0.87
P: -1.75064 -1.54846 1.59974  0.69
P: 1.22816 -0.67916 3.07594  0.62
P: 1.25536 -1.35576 -0.23846  0.68
H: -0.76184 6.40354 -6.00086  0.13
C: -0.84094 5.52054 -6.63006  0.23
C: -2.01904 4.98724 -6.94336  0.24
H: -2.95294 5.41154 -6.58376  0.13
C: -3.32784 -0.94866 2.35874  -0.22
C: -1.52604 -3.05346 2.65524  -0.23
C: -2.39804 -2.32276 0.06034  -0.23
C: 2.87196 0.14274 3.25464  -0.24
C: 0.57976 -0.40946 4.78974  -0.23
C: 1.72776 -2.44796 3.31714  -0.21
C: 0.70316 -1.24096 -1.99196  -0.22
C: 1.49516 -3.18466 -0.09546  -0.22
C: 3.00966 -0.83616 -0.42386  -0.24
H: 0.09306 5.09624 -6.98966  0.13
H: -2.09804 4.10434 -7.57256  0.13
H: -3.62654 -0.00346 1.90204  0.05
H: -3.18374 -0.77526 3.42914  0.05
H: -4.13344 -1.67966 2.22694  0.07
H: -1.23864 -2.75046 3.66584  0.03
H: -0.72974 -3.68016 2.24654  0.03
H: -2.44784 -3.64376 2.71034  0.07
H: -2.80004 -1.53986 -0.58926  0.05
H: -3.18214 -3.05736 0.27404  0.07
H: -1.56224 -2.78546 -0.46866  0.03
H: 3.37486 -0.13716 4.18714  0.07
H: 2.72256 1.22524 3.22314  0.05
H: 3.50786 -0.12976 2.40784  0.03
H: 1.26596 -0.82826 5.53424  0.07
H: -0.39174 -0.90136 4.89084  0.04
H: 0.45106 0.65674 4.99014  0.05
H: 2.80366 -2.52896 3.50944  0.07
H: 1.47716 -3.04276 2.43814  0.00
H: 1.18846 -2.86176 4.17384  0.06
H: 1.15656 -2.04566 -2.58146  0.07
H: 1.00166 -0.27336 -2.39956  0.05
H: -0.38464 -1.31116 -2.05626  0.04
H: 1.70226 -3.61336 -1.08206  0.07
H: 0.59976 -3.65766 0.31544  0.03
H: 2.34076 -3.40496 0.56204  0.05
H: 3.44376 -1.22286 -1.35306  0.07
H: 3.58896 -1.19446 0.43084  0.04
H: 3.04226 0.25624 -0.42776  0.04
C: -0.64644 1.33024 -1.47196  -0.37
C: 0.42216 2.25384 -1.37526  0.02
C: 0.72546 3.11824 -2.42636  -0.02
C: -0.01184 3.10224 -3.61166  -0.02
C: -1.07224 2.19634 -3.72396  -0.03
C: -1.38694 1.32914 -2.68336  0.04
O: -1.00854 0.48714 -0.51876  -0.24
H: 1.26356 0.99814 1.00464  -0.04
H: 1.00506 2.25874 -0.45836  0.08
H: 1.55406 3.81494 -2.31346  0.13
H: 0.23176 3.77674 -4.42726  0.10
H: -1.66174 2.16434 -4.63796  0.11
H: -2.21544 0.63064 -2.77406  0.14
O: -0.96684 1.24194 2.40424  -0.23
H: -1.26114 0.76434 3.21714  0.07
H: -0.28914 1.89134 2.71994  0.11


Record 2
The molecule C4H9NO in a non-equilibrium geometry. Source: the Open Molecules 2025 dataset; level of theory: wB97M-V/def2-TZVPD.

The frontier orbital gap is 9.54 eV. Its total charge is 0. The value obtained for the highest occupied orbital energy is -8.575 eV. Its structure (SMILES) is OC[C@@H]1CCN1.

Last column: Löwdin charge in e.
CARTESIAN COORDINATES (ANGSTROEM)
C: 1.34066 -0.55110 0.37318  -0.30
C: 0.13177 -0.25460 -0.53523  -0.38
C: -0.48382 1.08269 -0.02743  -0.08
C: -1.77009 0.23128 0.32348  -0.14
H: 2.39629 0.53951 -0.98793  0.19
H: 1.75453 -1.63044 0.19952  0.14
H: 1.13425 -0.40744 1.45688  0.13
H: 0.43991 -0.27971 -1.56185  0.12
H: 0.19992 1.67046 0.48921  0.08
H: -0.72744 1.66475 -0.92921  0.11
H: -2.70248 0.49788 -0.06294  0.07
H: -1.99871 -0.03165 1.42396  0.12
H: -1.02067 -1.88497 0.05037  0.11
N: -1.08384 -0.93038 -0.29085  -0.04
O: 2.38973 0.28374 0.07884  -0.12


Record 3
A cluster of 2 separate species, C3H10N2O in total in a non-equilibrium geometry. Source: the Open Molecules 2025 dataset; level of theory: wB97M-V/def2-TZVPD.

The frontier orbital gap is 8.98 eV. Its total charge is 0. The value obtained for the highest occupied orbital energy is -8.358 eV. Its structure (SMILES) is [H]/N=C/NCC.O.

Last column: Löwdin charge in e.
CARTESIAN COORDINATES (ANGSTROEM)
C: 0.13371 -1.41984 0.80106  -0.10
C: 1.29100 -0.59456 0.25590  -0.23
N: 1.12895 0.85851 0.41247  -0.02
C: -0.02107 1.53333 0.61173  -0.35
N: -0.09589 2.80498 0.44560  0.03
H: -0.57061 -1.80717 0.07244  0.05
H: -0.38019 -0.96975 1.64989  0.07
H: 0.61931 -2.29375 1.25106  0.07
H: 2.23282 -0.85473 0.72742  0.10
H: 1.34455 -0.76362 -0.82436  0.11
H: 1.85087 1.41533 -0.01445  0.13
H: -0.91443 0.98222 0.86490  0.11
H: -1.06536 3.08961 0.38613  0.01
H: -1.78017 -3.02513 -2.15000  0.04
H: -1.99827 -1.68900 -2.84589  0.04
O: -1.87812 -2.08510 -1.96921  -0.06


Record 4
The molecule C5H9NO2 in a non-equilibrium geometry. Source: the Open Molecules 2025 dataset; level of theory: wB97M-V/def2-TZVPD.

The frontier orbital gap is 11.06 eV. Its total charge is 0. The value obtained for the highest occupied orbital energy is -10.391 eV. Its structure (SMILES) is CCCC(=O)NC=O.

Last column: Löwdin charge in e.
CARTESIAN COORDINATES (ANGSTROEM)
O: -1.01419 0.88656 1.77373  0.07
C: -0.85214 0.78980 0.56714  -0.47
N: -1.10734 1.87857 -0.21071  0.13
C: -0.75397 2.14163 -1.57267  -0.30
O: -0.99097 3.11900 -2.19199  0.09
C: -0.63577 -0.59978 -0.06456  -0.14
C: 0.28488 -1.41852 0.75535  -0.28
C: 1.75352 -1.42658 0.30574  -0.10
H: -1.42172 2.64348 0.42523  0.18
H: -0.01649 1.32176 -1.90767  0.15
H: -0.23911 -0.52519 -1.08255  0.08
H: -1.73189 -0.98473 -0.24440  0.17
H: 0.17833 -1.08792 1.81106  0.11
H: -0.00461 -2.46714 0.96969  0.11
H: 1.87050 -0.91135 -0.64798  0.06
H: 2.22840 -2.41576 0.29320  0.07
H: 2.45257 -0.94383 1.02139  0.08


Record 5
The molecule H2O2 in a non-equilibrium geometry. Source: the Open Molecules 2025 dataset; level of theory: wB97M-V/def2-TZVPD.

The frontier orbital gap is 10.85 eV. Its total charge is 0. The value obtained for the highest occupied orbital energy is -10.551 eV. Its structure (SMILES) is OO.

Last column: Löwdin charge in e.
CARTESIAN COORDINATES (ANGSTROEM)
H: 0.75932 0.57116 0.38214  0.17
H: 0.00943 -1.13200 -0.03161  0.20
O: 0.02136 0.85610 -0.39661  -0.17
O: -0.79012 -0.29526 0.04608  -0.20


Record 6
A cluster of 8 separate species, C16H44FO9 in total in a non-equilibrium geometry. Source: the Open Molecules 2025 dataset; level of theory: wB97M-V/def2-TZVPD.

The frontier orbital gap is 4.80 eV. Its total charge is -1. The value obtained for the highest occupied orbital energy is -2.331 eV.

Last column: Löwdin charge in e.
CARTESIAN COORDINATES (ANGSTROEM)
C: 0.61601 -2.39279 1.92549  -0.07
C: 1.26613 -1.73737 0.71937  -0.19
O: 2.17930 -0.65187 1.04969  -0.09
C: 1.68393 0.36484 1.84498  -0.49
O: 1.79067 0.28405 3.03267  0.12
C: 1.13068 1.55417 1.10796  -0.08
C: 0.62376 1.42753 -0.34087  -0.17
C: -0.91418 1.51028 -0.50713  -0.26
C: -1.69844 0.19241 -0.71889  -0.24
C: -2.40970 -0.28962 0.55176  -0.28
C: -3.37426 0.74832 1.11797  -0.19
F: -4.63567 0.14062 1.46559  -0.13
H: 1.35490 -2.87347 2.58016  0.08
H: 0.03790 -1.67194 2.51647  0.07
H: -0.08824 -3.15805 1.56994  0.07
H: 1.89213 -2.44688 0.16325  0.12
H: 0.49978 -1.34530 0.03656  0.08
H: 1.95899 2.28456 1.16632  0.13
H: 0.34020 1.94555 1.77042  0.12
H: 0.96494 0.47100 -0.76640  0.09
H: 1.12263 2.20628 -0.93760  0.10
H: -1.31706 2.04755 0.37482  0.09
H: -1.08423 2.18452 -1.35501  0.05
H: -0.96826 -0.59068 -1.00220  0.02
H: -1.74954 -0.61660 1.40266  0.08
H: -3.03139 -1.16913 0.31657  0.09
H: -3.61978 1.50964 0.36331  0.09
H: -3.03566 1.23792 2.04177  0.11
C: -6.47570 -1.05405 -1.44067  -0.17
O: -6.91528 0.11258 -0.76678  -0.13
H: -7.01527 -1.09223 -2.38692  0.07
H: -5.40265 -1.02697 -1.65039  0.08
H: -6.69949 -1.96763 -0.87918  0.07
H: -6.42700 0.15361 0.06518  0.05
C: -0.41303 3.18538 -3.91642  -0.16
O: -0.30763 4.07521 -2.81176  -0.13
H: 0.17057 2.30495 -3.65629  0.08
H: -1.44474 2.87333 -4.06982  0.06
H: -0.00602 3.62753 -4.83371  0.07
H: -0.77725 4.89651 -2.97704  0.07
C: 3.48377 3.12827 -5.08299  -0.18
O: 3.24264 3.11314 -3.69800  -0.12
H: 2.97719 2.25747 -5.49570  0.08
H: 3.07766 4.02234 -5.56793  0.07
H: 4.54884 3.05338 -5.32808  0.07
H: 3.66276 3.87698 -3.29303  0.08
C: 5.04972 0.23196 2.78961  -0.16
O: 5.09673 -0.44822 1.53976  -0.13
H: 6.05300 0.60522 2.99070  0.08
H: 4.35078 1.06753 2.76508  0.07
H: 4.75166 -0.43445 3.60235  0.08
H: 4.18866 -0.73866 1.34577  0.06
C: 6.05836 -3.85434 3.21725  -0.18
O: 6.58920 -2.56355 3.01544  -0.13
H: 6.78149 -4.40818 3.81641  0.07
H: 5.10746 -3.83855 3.76096  0.07
H: 5.90730 -4.39816 2.27841  0.07
H: 5.96258 -2.05189 2.47947  0.03
C: -3.59928 2.95779 -1.93106  -0.20
O: -2.93249 1.96608 -2.66600  -0.21
H: -3.59033 3.86716 -2.53840  0.07
H: -4.64429 2.70346 -1.71665  0.07
H: -3.09255 3.17792 -0.98405  0.06
H: -2.80239 1.16014 -2.11146  0.01
C: -2.65420 -5.14131 2.32192  -0.16
O: -1.30926 -5.16867 2.77285  -0.13
H: -2.89032 -4.09663 2.12950  0.08
H: -2.79284 -5.70149 1.39312  0.07
H: -3.35214 -5.52180 3.07319  0.07
H: -1.05172 -6.07667 2.95573  0.07


Record 7
The molecule C17H16O5 in a non-equilibrium geometry. Source: the Open Molecules 2025 dataset; level of theory: wB97M-V/def2-TZVPD.

The frontier orbital gap is 8.08 eV. Its total charge is 0. The value obtained for the highest occupied orbital energy is -8.286 eV. Its structure (SMILES) is O=C1C=CC2(C=C1)[C@@H]1COC[C@@]2(O)Cc2cc(O)c(O)cc21.

Last column: Löwdin charge in e.
CARTESIAN COORDINATES (ANGSTROEM)
O: 2.58551 -4.51092 -1.12703  0.08
O: -4.77780 1.35801 -0.14746  0.06
O: -4.16551 1.61975 2.50118  0.07
O: 1.10650 2.31252 -0.54370  -0.09
O: 2.76026 -0.39162 1.30198  0.02
C: 2.05329 -3.41300 -1.05173  -0.45
C: 0.86179 -3.21289 -0.30707  0.03
C: 2.63126 -2.26141 -1.74439  0.02
C: 0.42410 -1.93006 -0.01808  0.05
C: 2.18797 -0.98615 -1.53868  0.05
C: -2.47067 0.81842 -0.61892  0.05
C: -1.86767 1.12488 2.07403  0.04
C: -3.50178 1.16078 0.26607  -0.25
C: -3.16317 1.31816 1.64519  -0.26
C: -1.15373 0.57702 -0.15213  -0.15
C: -0.85216 0.68802 1.21461  -0.14
C: 0.50671 1.62554 -1.61081  -0.14
C: -0.07918 0.23155 -1.15877  -0.14
C: 2.09517 1.51421 0.14440  -0.10
C: 0.54987 0.33908 1.77052  -0.02
C: 1.05847 -0.64255 -0.52425  -0.29
C: 1.62064 0.17404 0.65006  -0.44
H: -4.78793 1.24810 -1.11877  0.12
H: -5.02392 1.75386 2.05521  0.12
H: 2.53933 -1.30927 1.53614  0.11
H: 0.38960 -4.07337 0.12674  0.12
H: 3.41121 -2.49127 -2.46732  0.12
H: -0.46799 -1.85769 0.55835  0.11
H: 2.66757 -0.14045 -2.05277  0.11
H: -2.68645 0.79956 -1.67435  0.12
H: -1.74016 1.22704 3.16272  0.14
H: -0.28294 2.26884 -2.05558  0.15
H: 1.25634 1.42075 -2.33729  0.10
H: -0.44685 -0.30195 -2.02940  0.15
H: 2.50301 2.07010 1.01409  0.15
H: 2.92650 1.36459 -0.53897  0.13
H: 0.45677 -0.61530 2.32439  0.13
H: 0.87605 1.12309 2.47177  0.14


Record 8
A cluster of 5 separate species, C21H33BrNO18S4 in total in a non-equilibrium geometry. Source: the Open Molecules 2025 dataset; level of theory: wB97M-V/def2-TZVPD.

The frontier orbital gap is 6.45 eV. Its total charge is -1. The value obtained for the highest occupied orbital energy is -4.403 eV.

Last column: Löwdin charge in e.
CARTESIAN COORDINATES (ANGSTROEM)
C: 1.91428 -2.99209 1.62573  -0.16
C: 1.52255 -1.48979 1.33658  -0.62
Br: 2.19258 -1.09410 -0.51731  0.66
C: -0.03594 -1.28445 1.28032  -0.30
N: -0.61727 -0.87966 2.59208  0.00
C: -1.89273 -0.18660 2.25417  -0.29
C: -3.00666 -0.40371 3.34633  -0.15
C: -3.61599 -1.84353 3.13856  -0.16
C: -4.86626 -1.89641 2.21872  -0.20
C: -5.76398 -3.06100 2.38393  -0.06
C: -6.95196 -3.27121 1.56671  -0.10
C: -7.28292 -2.29117 0.51826  -0.11
C: -6.41479 -1.12978 0.36143  -0.09
C: -5.21531 -0.93180 1.18975  -0.02
C: -1.69458 1.37411 2.05373  -0.66
O: -1.67560 2.19052 2.99512  -0.07
O: -1.58854 1.76584 0.80350  -0.16
H: 2.76387 -3.07293 2.35265  0.07
H: 2.23639 -3.53780 0.69659  0.04
H: 1.01918 -3.56260 2.00489  0.08
H: 2.04606 -0.79636 2.03616  0.09
H: -0.49551 -2.24017 0.90563  0.09
H: -0.24195 -0.50824 0.49013  0.08
H: 0.06401 -0.20130 2.95479  0.11
H: -2.25918 -0.60002 1.27975  0.12
H: -3.75551 0.42069 3.42035  0.12
H: -2.47119 -0.42897 4.34115  0.11
H: -3.86898 -2.30181 4.13764  0.11
H: -2.81092 -2.49514 2.68990  0.11
H: -5.50938 -3.81451 3.17295  0.10
H: -7.57479 -4.18608 1.73646  0.09
H: -8.19872 -2.48483 -0.07946  0.08
H: -6.71260 -0.39281 -0.42064  0.09
H: -4.56454 -0.03772 1.01953  0.11
C: -3.15764 -3.62951 -3.28025  -0.17
C: -2.44093 -2.32474 -2.98383  -0.17
O: -2.39449 -2.24779 -1.56021  -0.19
S: -2.28249 -3.73664 -0.95055  0.61
O: -0.91313 -4.00605 -0.66999  -0.23
O: -3.31123 -3.90649 0.01369  -0.21
O: -2.68864 -4.54711 -2.29046  -0.19
H: -4.23908 -3.52272 -3.16131  0.13
H: -2.93860 -4.00316 -4.27958  0.13
H: -2.95851 -1.46154 -3.39808  0.14
H: -1.41268 -2.34451 -3.35566  0.13
C: 1.87769 3.69030 -1.58753  -0.17
C: 1.59272 2.35235 -2.23490  -0.16
O: 2.21681 2.42827 -3.52682  -0.20
S: 3.53331 3.35087 -3.42088  0.61
O: 4.66971 2.50088 -3.27229  -0.25
O: 3.45943 4.35672 -4.42642  -0.24
O: 3.21715 4.02159 -1.99107  -0.19
H: 1.21105 4.45889 -1.96299  0.10
H: 1.80518 3.64648 -0.50314  0.14
H: 0.52656 2.15805 -2.33147  0.14
H: 2.06129 1.53605 -1.68189  0.06
C: 2.55261 8.35524 1.24003  -0.18
C: 1.94306 7.21293 2.03089  -0.17
O: 0.66452 6.99608 1.43435  -0.17
S: 0.74902 7.33202 -0.14103  0.65
O: 0.94165 6.11280 -0.85054  -0.22
O: -0.28591 8.25158 -0.46103  -0.21
O: 2.15823 8.12457 -0.11312  -0.19
H: 2.14259 9.31829 1.55548  0.13
H: 3.63829 8.38045 1.32093  0.13
H: 1.83857 7.44757 3.08844  0.14
H: 2.52883 6.29667 1.91866  0.14
C: 7.31587 -2.71953 -1.89115  -0.17
C: 5.97893 -2.29800 -2.47153  -0.17
O: 5.18068 -3.48381 -2.44950  -0.19
S: 5.60403 -4.38583 -1.17957  0.62
O: 4.69340 -4.12325 -0.12185  -0.23
O: 5.89309 -5.70101 -1.63885  -0.23
O: 6.99577 -3.63565 -0.84175  -0.19
H: 7.92077 -3.24820 -2.63271  0.13
H: 7.88039 -1.87478 -1.49972  0.13
H: 6.06800 -1.91323 -3.48563  0.14
H: 5.49103 -1.54974 -1.84120  0.12